{
  "formula": "CH6N2S",
  "method": "ωB97M-V/def2-TZVPD",
  "charge": 0,
  "homo_ev": -7.359,
  "e_lumo_ha": 0.008,
  "e_above_lowest_ev": 0.794,
  "symbols": ["S", "H", "N", "C", "N", "H", "H", "H", "H", "H"],
  "positions_angstrom": [[0.84115, -1.57523, 2.40603], [1.93650, -0.82466, 2.19277], [-0.68845, 0.11351, 0.53512], [-0.14905, -0.04875, -0.63369], [-0.36252, 0.75077, -1.68997], [-1.47928, 0.74443, 0.64334], [-0.14184, -0.53006, 1.45340], [0.49221, -0.94238, -0.79493], [0.05540, 0.55546, -2.61463], [-0.50414, 1.75691, -1.49744]],
  "mulliken_charge": [-0.640, 0.065, -0.350, 0.253, -0.450, 0.186, 0.135, 0.298, 0.255, 0.247]
}



{
  "formula": "C2H8NO2",
  "method": "ωB97M-V/def2-TZVPD",
  "charge": 1,
  "homo_ev": -14.817,
  "e_lumo_ha": -0.156,
  "e_above_lowest_ev": 4.631,
  "symbols": ["C", "C", "N", "O", "O", "H", "H", "H", "H", "H", "H", "H", "H"],
  "positions_angstrom": [[-1.36410, 0.73188, -1.94831], [-0.95206, 0.37076, -0.71605], [-0.01071, -0.86160, -0.81989], [1.61505, -0.60580, 1.33706], [-0.57773, 1.06163, 0.33910], [-1.51498, 0.03163, -2.77098], [-1.58822, 1.69953, -1.80517], [0.85496, 0.25899, 1.40181], [-0.05061, -1.59382, -1.58660], [-0.09514, -1.40170, 0.12251], [0.87877, -0.53062, -0.61596], [2.26890, -0.19052, 1.86800], [-0.41445, 0.26401, 1.00580]],
  "mulliken_charge": [-0.659, 0.538, -0.447, -0.647, -0.446, 0.264, 0.319, 0.388, 0.364, 0.378, 0.328, 0.335, 0.287]
}



{
  "formula": "C4H7NO2",
  "method": "ωB97M-V/def2-TZVPD",
  "charge": 0,
  "homo_ev": -9.867,
  "smiles": "O[C@@H]1CN=COC1",
  "e_lumo_ha": 0.031,
  "e_above_lowest_ev": 1.455,
  "symbols": ["O", "C", "C", "O", "C", "N", "C", "H", "H", "H", "H", "H", "H", "H"],
  "positions_angstrom": [[-0.95560, -0.57238, 1.42224], [-0.98613, -0.00168, 0.12708], [-0.22017, 1.31673, 0.12119], [1.13087, 1.08118, 0.53520], [1.66297, -0.08916, 0.13121], [1.13407, -1.02568, -0.54390], [-0.28885, -0.91725, -0.86850], [-0.14667, -1.10121, 1.48683], [-2.04059, 0.16435, -0.12339], [-0.20684, 1.75522, -0.88489], [-0.63016, 2.03948, 0.82793], [2.68808, -0.17634, 0.48582], [-0.42247, -0.54937, -1.89225], [-0.71851, -1.92388, -0.82457]],
  "mulliken_charge": [-0.546, -0.232, -0.406, -0.355, 0.063, -0.531, -0.509, 0.417, 0.397, 0.303, 0.307, 0.410, 0.358, 0.324]
}



{
  "formula": "C5H6N2S",
  "method": "ωB97M-V/def2-TZVPD",
  "charge": 0,
  "homo_ev": -7.229,
  "e_lumo_ha": 0.019,
  "e_above_lowest_ev": 4.247,
  "symbols": ["C", "C", "C", "C", "C", "N", "N", "S", "H", "H", "H", "H", "H", "H"],
  "positions_angstrom": [[-0.19567, -1.20767, -0.04349], [-1.49942, -1.60885, -0.00798], [-1.71533, 0.95019, -0.07760], [2.49664, -0.03440, -0.01823], [1.29770, 0.63190, -0.03389], [-1.53509, 2.15085, -0.06081], [0.05470, 0.10686, -0.02654], [-2.78933, -0.40309, -0.10726], [0.68692, -1.78127, 0.21114], [-1.96773, -2.56399, 0.24631], [3.51078, 0.37240, -0.27477], [2.59776, -1.06745, 0.37780], [1.25104, 1.59813, -0.35306], [-2.19296, 2.85641, 0.16836]],
  "mulliken_charge": [-0.069, -0.454, 0.500, -1.050, 0.302, -0.448, -0.224, -0.093, 0.169, 0.321, 0.217, 0.165, 0.396, 0.267]
}